Here is a molecular structure, C28H26F6N8O4S4Ta at a distorted geometry from the Open Molecules 2025 dataset. Energies are from ωB97M-V with the def2-TZVPD basis set.

Geometry as XYZ:
```
77
Properties=species:S:1:pos:R:3:mulliken_charge:R:1
Ta 0.17356 -0.14825 0.37511 1.1269
S -1.96466 0.59823 -4.33532 0.4902
S -2.04861 3.55458 -3.47568 1.0308
S 3.00937 4.18988 0.24520 0.0848
S -0.00813 1.80078 -2.33500 -0.0504
F -4.18165 4.48081 -2.58006 -0.1678
F -0.22230 2.24965 -5.63590 -0.1705
F 0.36795 0.21628 -5.28823 -0.2080
F -1.08144 0.68784 -6.85574 -0.1744
F -3.14503 3.21684 -1.12232 -0.2043
F -4.29012 2.34061 -2.77630 -0.1958
O -3.29083 0.76286 -4.91147 -0.4760
O -0.49686 1.03969 -0.93932 -0.1396
O -1.15177 4.45255 -2.85604 -0.5498
O -2.47870 3.57792 -4.84298 -0.5172
N -1.35988 1.98669 -3.23375 -0.2354
N 0.91925 2.87877 1.07392 -1.4392
N 1.05539 -1.72046 1.84247 0.7172
N 2.10843 0.23979 0.18669 0.9702
N -1.22512 -0.31134 2.19315 0.5749
N -1.68373 -1.31824 -0.54706 0.8965
N 0.23242 1.74083 1.50770 1.0209
N 0.96152 -1.96081 -0.83040 -0.0394
C -1.45170 0.82789 2.88399 0.3155
C 2.11815 2.74753 0.66752 -0.0749
C 1.52518 -1.35073 3.03503 -0.3346
C 1.90298 5.56007 0.63773 -0.7398
C -1.40500 -2.11872 -1.58914 0.7230
C -1.74296 -1.46996 2.67425 -0.2201
C 1.33120 -2.95700 1.39519 0.5974
C -2.36398 -2.83226 -2.29843 -1.0421
C 4.18940 -0.89760 0.47596 -0.4615
C 0.06711 -2.17535 -2.02121 -1.0850
C 2.95752 1.45697 0.50074 0.0548
C 3.87740 1.20880 1.62220 -0.5594
C -2.60339 -0.39125 4.60178 -0.5251
C 4.48409 0.01337 1.58730 -0.7923
C 2.02910 -3.90692 2.11765 -1.1970
C -0.70492 2.00626 2.34192 -0.7478
C 0.86650 -3.21323 -0.00926 -0.9409
C 2.30626 -2.21929 3.81437 -1.0092
C 3.01951 -0.80444 -0.15691 0.2668
C -3.54490 3.37401 -2.39102 0.7166
C -3.72221 -2.61479 -2.03231 -0.5717
C 2.59914 -3.48905 3.31580 -0.4575
C -4.07276 -1.75872 -0.97835 -1.0026
C -0.64187 1.01821 -5.67058 0.6838
C 2.42948 -1.75941 -1.23115 -1.2003
C -2.13248 0.80685 4.09879 -0.8053
C -2.52578 -1.55366 3.84128 -0.9635
C -3.02367 -1.14755 -0.27269 -0.3738
H 1.90942 5.67985 1.72698 0.2902
H 3.58627 1.59563 -0.38990 0.5851
H 0.28143 -3.08982 -2.56782 0.7034
H 2.95435 -2.70990 -1.36743 0.3369
H -0.20500 -3.46933 0.08745 0.2480
H -0.80527 3.02952 2.70736 0.5890
H 5.28967 -0.15298 2.32342 0.5064
H 1.40031 -4.05349 -0.44078 0.6957
H 1.27629 -0.38792 3.38598 0.5042
H 0.21615 -1.34194 -2.71942 0.1445
H 3.29925 -4.13837 3.84544 0.4567
H -1.58344 -2.30275 2.04000 0.5153
H 0.93137 5.35130 0.20277 0.2206
H -4.45015 -3.10474 -2.66945 0.4937
H 2.37919 -1.21968 -2.20773 0.3994
H -2.25867 1.73133 4.61882 0.5844
H -3.20657 -0.49458 0.57539 0.4654
H 2.77682 -1.85612 4.71004 0.4910
H -2.11259 -3.44639 -3.12172 0.6037
H -3.07176 -0.39879 5.58834 0.4872
H -5.10193 -1.54344 -0.74427 0.5243
H 4.02657 1.98498 2.37757 0.5648
H 2.30164 -4.87891 1.70375 0.5361
H -3.01339 -2.48340 4.11888 0.5043
H 2.33084 6.47825 0.13490 0.4004
H 4.88273 -1.69383 0.26233 0.5511
```

Computed properties:
HOMO energy, eV: -16.4695
Net charge: +3
DFT total energy, eV: -110740.223

Here is a molecular structure, C28H26I3N6OReS2 from the Open Molecules 2025 dataset. Energies are from ωB97M-V with the def2-TZVPD basis set.

Geometry as XYZ:
```
67
Properties=species:S:1:pos:R:3:mulliken_charge:R:1
Re -0.16952 0.42827 0.17983 0.8264
I -4.96320 -5.61988 -0.06279 0.2287
I -4.14178 4.42264 -1.78797 0.2072
I -4.91997 0.28686 -1.04824 0.1391
S 4.23122 1.55231 1.24551 -0.0787
S -0.87870 -0.06758 4.71547 -0.0878
O -1.94551 -0.19115 -0.13097 0.7676
N -0.34476 0.36428 2.28914 0.5995
N 3.32395 -1.79484 0.15379 -0.4839
N 1.81031 0.97316 0.81026 1.2255
N -0.90752 2.42795 0.20378 0.3736
N 0.19430 0.34907 -1.92518 0.1838
N 0.37664 -1.62993 -0.06177 -0.2069
C 0.66063 0.03983 -4.63328 -0.5986
C -0.49587 -2.53822 0.75938 -1.3661
C -3.92531 -1.44511 -0.48913 -0.5751
C -3.95516 -3.82052 -0.08104 -0.7464
C -2.58528 -1.39438 -0.11353 -0.0399
C -1.92743 -2.55829 0.29472 0.9710
C -2.81584 0.11018 2.74251 -0.9677
C 0.69755 -1.05148 -3.78413 -0.8334
C 0.36901 -2.04162 -1.49921 -1.1594
C -0.88030 4.65364 1.05276 -1.0103
C -1.97511 4.97915 0.26426 -0.1100
C 2.02791 0.79794 2.17734 -0.5180
C 3.28482 1.08517 2.58381 -0.3768
C 0.44559 -0.87233 -2.43460 0.6740
C -1.37315 0.14718 3.11218 0.3712
C -0.36723 3.37740 0.99671 -0.0885
C 2.91763 1.37641 0.19746 0.0142
C 3.07338 1.64449 -1.25816 -1.1660
C 5.80114 -2.59966 -0.00975 -1.1168
C 0.15575 1.41227 -2.75741 -0.4365
C 0.86735 0.41749 2.97481 -0.2838
C -4.60569 -2.65362 -0.47080 -0.0882
C -1.97695 2.73992 -0.55922 -0.0312
C -2.61697 -3.76401 0.29382 -0.8388
C 0.75809 0.18869 4.30227 -0.2534
C 0.37699 1.29650 -4.10793 -0.9350
C -2.53121 4.00886 -0.56353 -0.7955
C 4.41766 -2.13767 0.07284 0.4311
H -0.42549 5.38630 1.70415 0.5017
H 3.69002 1.05452 3.58215 0.5077
H -3.14127 -0.91716 2.56534 0.2328
H -3.00465 0.69399 1.84513 -0.0953
H 1.19703 -2.72955 -1.67598 0.6169
H 1.53391 0.17509 5.05061 0.5029
H -0.55868 -2.58152 -1.70038 0.5137
H -2.11073 -4.67257 0.59586 0.5209
H 0.84508 -0.08430 -5.69209 0.4733
H -3.41523 0.51003 3.55929 0.6609
H -0.40265 -2.20809 1.79536 0.5191
H -0.05312 2.37251 -2.30691 0.5974
H 0.33152 2.17532 -4.73478 0.5395
H 6.22886 -2.64217 0.99067 0.3100
H 0.90452 -2.04440 -4.16056 0.5964
H -2.39768 1.94142 -1.15515 0.3639
H -5.64651 -2.68928 -0.76252 0.4558
H 1.35199 -1.78974 0.23804 0.2889
H 5.82122 -3.59532 -0.45036 0.3321
H 2.84559 0.74921 -1.83662 0.1941
H 6.38522 -1.92059 -0.62838 0.3144
H -2.38871 5.97902 0.29216 0.4700
H 0.49072 3.08693 1.58686 0.4206
H 2.41728 2.45644 -1.57246 0.2200
H -0.08222 -3.54690 0.70661 0.5414
H 4.09649 1.94147 -1.48004 0.5808
```

Computed properties:
HOMO energy (spin up / spin down), eV: -15.0317 / -15.0669
2S+1: 4
Net charge: +3
Expectation value of S²: 3.772
DFT total energy, eV: -88527.177

Here is a molecular structure, C28H27AsBiNO4SSi from the Open Molecules 2025 dataset. Energies are from ωB97M-V with the def2-TZVPD basis set.

Geometry as XYZ:
```
64
Properties=species:S:1:pos:R:3:mulliken_charge:R:1
Bi -0.14525 -0.61204 -0.60289 1.0216
As -1.70317 2.41057 -1.08698 0.5501
S 1.33409 1.01313 0.61899 -0.2184
Si 4.35175 2.86649 0.47807 0.0623
O -1.34318 -0.59465 1.17668 -0.6987
O 0.55035 -2.33196 0.39909 -0.6831
O 0.48321 -3.36851 2.37155 -0.5457
O -1.39866 -1.47507 3.22694 -0.5584
N 2.28359 -0.27641 -1.43321 -0.3340
C 3.14320 -0.61034 -2.39310 -0.6581
C -1.06255 3.20300 1.58763 -0.4450
C -5.01038 5.00474 -3.25600 -0.4030
C 4.36503 0.01503 -2.52765 -0.8328
C -1.17579 3.67985 0.28507 0.2465
C -0.22910 2.50516 -2.36466 0.2264
C -3.70839 5.04614 -3.73329 -0.7509
C 3.13315 3.40930 1.78028 -0.7345
C 5.93874 2.30147 1.28969 -1.1521
C 0.96377 3.18592 -2.14915 0.1962
C 4.69660 4.32083 -0.65307 -1.0263
C -0.43533 5.39750 2.34012 -0.5321
C 1.99710 3.09645 -3.07480 -0.2500
C -0.93688 5.02457 0.01771 -0.0695
C 3.79122 1.42833 -0.63182 0.0551
C 4.67363 1.03297 -1.63503 -0.3978
C 2.59003 0.70948 -0.57590 1.3601
C -0.36635 1.72836 -3.51679 -0.7394
C -5.32481 4.19693 -2.17200 -0.6137
C 1.85034 2.32662 -4.21926 -0.6149
C -0.96070 -1.45019 2.11253 0.6688
C -0.56043 5.88022 1.04283 -0.6900
C -3.02735 3.47844 -2.03615 0.0721
C 0.66244 1.64317 -4.44307 -0.7397
C -4.33796 3.43174 -1.56854 -0.4762
C -0.69191 4.06225 2.61394 -0.6505
C 0.11853 -2.48775 1.65074 0.6749
C -2.71769 4.28593 -3.12569 -0.0574
H -1.26924 2.15919 1.80263 0.5474
H -0.14640 6.06757 3.13989 0.4066
H 2.19046 3.76310 1.35810 -0.0764
H 5.34011 4.05312 -1.49412 0.3551
H 5.05342 -0.28539 -3.30469 0.4305
H 5.19503 5.11682 -0.09442 0.4186
H 2.65974 2.25900 -4.93505 0.4215
H 6.69531 2.01387 0.55666 0.3348
H -1.29339 1.19208 -3.69752 0.4364
H 2.83466 -1.40879 -3.05745 0.4269
H 5.62921 1.53899 -1.73329 0.3312
H 0.53821 1.04321 -5.33579 0.3945
H -4.58986 2.79558 -0.72740 0.3765
H -1.70420 4.32044 -3.50743 0.3533
H 1.09342 3.77720 -1.25025 0.1204
H 5.75532 1.43964 1.93475 0.3379
H 6.35896 3.09947 1.90619 0.3256
H 3.76780 4.73436 -1.05296 0.2726
H 3.58782 4.24052 2.32827 0.4359
H -1.05113 5.40777 -0.99003 0.4316
H -6.34031 4.15814 -1.79948 0.3865
H -5.78085 5.59823 -3.73107 0.3791
H -0.60686 3.68586 3.62521 0.4330
H -3.46115 5.67227 -4.58124 0.3811
H -0.37320 6.92541 0.83144 0.3999
H 2.90398 2.62070 2.49800 0.3681
H 2.92432 3.62598 -2.89725 0.3098
```

Computed properties:
HOMO energy, eV: -8.8336
Net charge: 0
DFT total energy, eV: -124548.056

Here is a molecular structure, C28H27BiN2OS from the Open Molecules 2025 dataset. Energies are from ωB97M-V with the def2-TZVPD basis set.

Geometry as XYZ:
```
60
Properties=species:S:1:pos:R:3:mulliken_charge:R:1
Bi -0.22129 -0.13249 0.33776 0.8935
S -3.44839 1.44970 -2.65315 -0.3174
O 0.85192 2.03486 -0.88446 -0.6511
N -1.91224 1.01604 -0.66121 -0.0491
N 1.94407 1.78360 -1.55142 0.4074
C -1.41067 -0.72450 -3.86322 -0.7349
C -4.70903 3.30870 -0.94684 -0.7148
C -1.45090 -1.34843 4.55901 -1.3713
C 0.37575 -2.30508 -3.58209 -0.8460
C 3.14265 1.90063 -0.94593 -0.2106
C -0.58394 -1.69884 -4.39100 -0.7677
C -0.31034 -0.95762 -1.70159 -0.0999
C 1.85702 1.40424 -2.84396 -0.1594
C 2.99615 1.14097 -3.57280 -0.7801
C 0.89570 -2.80525 1.94479 -0.4748
C -3.80115 3.53031 1.28934 -0.6687
C 3.20847 -2.21796 1.10252 1.7424
C -2.83356 2.58041 1.04396 -0.6244
C -0.20715 -2.60536 2.76054 -0.7651
C 0.51710 -1.93688 -2.25480 -0.0567
C 1.99321 -0.96038 2.97632 -0.0324
C 0.88658 -0.76934 3.79937 -1.0750
C 4.24020 1.26075 -2.97363 -0.2461
C -1.27365 -0.36040 -2.52563 0.2112
C -2.12665 0.66160 -1.90065 1.0288
C 4.30401 1.64302 -1.64395 -0.6353
C 4.34185 -1.22062 1.29451 -1.8040
C -4.73077 3.89134 0.30230 -0.5151
C 2.02151 -1.97573 2.02451 0.4161
C 3.72852 -3.64934 1.24314 -1.6011
C -0.23811 -1.57938 3.70258 0.8807
C -2.80993 1.98843 -0.21542 -0.1305
C -3.73048 2.34729 -1.19465 0.9230
H 1.27667 -2.41912 -1.65111 0.3965
H 4.61387 -3.79924 0.62464 0.4493
H 0.87929 -3.62069 1.23078 0.2049
H 3.08707 2.22060 0.08268 0.5189
H 5.14343 1.06564 -3.53324 0.4249
H 4.02164 -0.19132 1.12699 0.2733
H 2.83627 -2.09701 0.07482 -0.5486
H -3.84521 4.00981 2.25686 0.4055
H -1.20391 -0.77111 5.44867 0.3932
H 2.88989 0.84607 -4.60657 0.4394
H -2.11454 2.30817 1.80528 0.3878
H 2.99021 -4.39243 0.94440 0.3512
H 0.90725 0.02593 4.53500 0.3703
H -5.47679 4.64191 0.52199 0.3959
H -1.07107 -3.25034 2.64942 0.3725
H -5.42478 3.58843 -1.70675 0.4152
H -1.89570 -2.28934 4.88116 0.3871
H 2.84523 -0.30572 3.09448 0.4093
H -2.15477 -0.25456 -4.49509 0.4325
H -2.21897 -0.79961 4.00921 0.2231
H -0.68760 -1.99221 -5.42623 0.4353
H 5.24819 1.75253 -1.13033 0.4454
H 0.84699 1.33913 -3.21819 0.5686
H 1.01666 -3.07099 -3.99857 0.4554
H 5.14995 -1.43368 0.59433 0.4481
H 4.75794 -1.27822 2.30227 0.3846
H 4.00376 -3.85389 2.27927 0.3891
```

Computed properties:
HOMO energy (spin up / spin down), eV: -9.4235 / -11.5409
2S+1: 2
Net charge: +1
Expectation value of S²: 0.757
DFT total energy, eV: -51170.367